Record 1
C20H36HgN4NbO | wB97M-V/def2-TZVPD

E_HOMO (alpha / beta)	-0.530 / -0.530	Ha
DFT total energy	-1287.69422	a.u.
molecular weight	642.031	g mol⁻¹
lowest unoccupied orbital energy (alpha / beta)	-7.155 / -9.264	eV
multiplicity	2
max |F|	0.0898	Eh/bohr
total charge	+2

Each line ends with the Löwdin spin population.
Cartesian coordinates (Å):
1 C -1.7620 -0.9644 2.4884  0.048
2 H -1.9651 -3.7667 -2.2835  0.000
3 C 3.1404 -0.9345 -0.5997  0.000
4 H -2.0535 1.8474 3.1971  0.036
5 H -2.4427 -1.4365 -2.2369  0.000
6 C 0.5175 0.0231 1.9679  0.008
7 H -2.7534 -0.1360 5.1503  0.041
8 H -1.2586 0.7474 -2.3105  0.000
9 H 1.1608 -2.9253 0.5812  0.000
10 H -2.1951 2.0880 -1.5593  0.000
11 H -0.3342 4.7025 0.9452  0.000
12 C -0.0248 -0.6621 4.2356  0.008
13 H 2.0827 4.1535 0.2074  0.000
14 C -0.6683 3.7153 0.6002  0.000
15 N -2.8246 -0.1354 3.0266  0.618
16 H -0.4571 -3.3664 1.2009  0.000
17 H -0.7211 4.3871 -2.0036  0.000
18 H -2.9748 -2.0470 -0.6363  0.000
19 H 0.1798 -2.7843 -3.0144  0.000
20 C -2.2804 -1.3610 -1.1477  0.001
21 H 1.7560 2.6440 1.0695  0.000
22 N -0.8822 -1.6629 -0.7935  0.009
23 H 0.5202 -4.5571 0.2932  0.000
24 C 1.7101 3.1257 0.0860  0.000
25 H 1.4547 -0.2598 5.7465  0.000
26 O 3.7753 -1.7699 0.0216  0.000
27 H 0.7719 5.0832 -1.3652  0.000
28 H -4.3619 0.0076 4.3949  0.011
29 H -2.7327 1.3988 1.6061  0.009
30 C -0.3977 -3.0636 -0.9463  0.001
31 C 1.1969 -0.1719 4.6891  0.001
32 H -0.7152 -1.1576 4.9248  0.002
33 C 0.2901 3.1893 -0.4694  0.000
34 C 0.2475 -3.4951 0.3668  0.000
35 H -3.8243 1.6644 3.0081  0.006
36 H -1.1100 -5.0264 -1.3935  0.000
37 H -1.9541 -1.9892 2.8582  0.000
38 Hg 4.6123 -0.1840 -2.1077  0.000
39 C 0.6314 -3.1168 -2.0710  0.001
40 H -1.6839 3.8116 0.1981  0.000
41 C -3.3795 -0.4791 4.3033  0.072
42 C 1.7676 0.4858 2.4241  0.002
43 H 2.5009 0.8752 1.7132  0.000
44 H -2.3050 -4.0454 -0.5475  0.000
45 C 2.0891 0.4161 3.7871  0.007
46 N -0.1644 1.8427 -0.8613  0.000
47 H -2.5517 -0.3391 -0.8345  0.000
48 H -1.8697 -0.9939 1.3851  0.013
49 H 3.0557 0.7902 4.1349  0.000
50 H -0.9079 2.4193 -2.7471  0.000
51 C 0.2915 4.1439 -1.6665  0.000
52 H 0.8637 3.7279 -2.5013  0.000
53 H -0.7065 3.0481 1.4718  0.000
54 C -0.3887 -0.5274 2.8909  0.038
55 H 2.3820 2.5913 -0.6001  0.000
56 C -1.1947 1.7705 -1.9076  0.000
57 Nb 0.1455 -0.0346 -0.1884  -0.003
58 C -2.8484 1.2595 2.6932  0.063
59 H -3.4946 -1.5696 4.3749  0.005
60 N 1.9481 -0.4705 -0.5988  0.000
61 H 1.4972 -2.4859 -1.8572  0.000
62 H 0.9743 -4.1543 -2.1891  0.000
63 C -1.5269 -4.0161 -1.3131  0.000

Record 2
C20H36N10O6 | wB97M-V/def2-TZVPD

E_HOMO	-0.466	Ha
DFT total energy	-1782.24168	a.u.
molecular weight	512.572	g mol⁻¹
lowest unoccupied orbital energy	-6.019	eV
multiplicity	1
max |F|	0.0729	Eh/bohr
total charge	+2

Each line ends with the Mulliken charge.
Cartesian coordinates (Å):
1 H -3.8794 -3.8660 2.1591  0.443
2 O 2.5754 0.5706 -0.5375  -0.558
3 H -5.7666 -2.6454 3.2635  0.445
4 H 8.5906 4.0583 -4.4531  0.402
5 H 3.4012 0.3327 -0.0775  0.329
6 H -4.2209 -4.8731 6.3819  0.359
7 H 0.6772 2.9936 -4.1420  0.463
8 C -5.0137 -1.2258 5.3550  0.744
9 C -3.7250 -3.2681 3.0591  -1.020
10 C -1.6329 -0.0846 0.1238  1.013
11 C 2.5503 0.0217 -1.8631  -0.868
12 H -6.2027 -6.2736 4.8494  0.279
13 N -4.8652 -2.5382 5.1454  0.049
14 C -4.9060 -0.7553 6.7865  -1.285
15 O -6.0731 -5.1205 2.8588  -0.666
16 C 1.6627 1.1707 -4.7412  0.267
17 C 1.4378 2.3218 -3.7312  -0.135
18 H -2.9594 -3.7598 3.6616  0.273
19 C -1.9909 -1.9978 1.7185  -1.386
20 C 4.7030 4.0695 -2.9761  -0.639
21 C 1.1970 0.3123 -2.5316  0.282
22 C -5.6614 -4.6431 3.9050  -0.043
23 C 6.1320 2.2270 -4.2997  -0.063
24 H 1.2950 2.0517 -6.5274  0.370
25 H -5.8776 -4.3866 6.8736  0.335
26 H -0.9980 -0.1441 2.0040  0.229
27 N 2.4464 4.2789 -2.6450  -0.790
28 H 8.6546 2.3140 -4.1350  0.315
29 N 4.7952 2.0878 -4.2709  -0.386
30 N -1.4986 -0.6659 1.3049  -0.044
31 O -5.2152 -0.4173 4.4579  -0.637
32 C 6.0928 4.1737 -3.0189  -0.040
33 H 2.7158 1.0417 -4.9883  0.252
34 C 4.0773 3.0091 -3.6087  2.223
35 O 0.8914 1.7157 -2.5415  -0.539
36 O -0.1848 -0.3727 -4.3761  -0.597
37 C 1.1686 -0.0781 -4.0032  -0.381
38 H 2.7026 -1.0619 -1.8141  0.485
39 N 6.7310 5.2290 -2.3760  -0.426
40 H -1.2026 -2.5088 2.2753  0.296
41 H -5.0772 0.3202 6.8172  0.337
42 H -5.6630 -1.2533 7.3896  0.351
43 C -5.2754 -5.1550 6.3840  -0.987
44 H 3.8054 5.6603 -1.8413  0.170
45 H -4.0181 -1.3684 2.0761  0.247
46 N -2.3055 -0.6265 -0.8531  -0.292
47 C -5.0498 -3.2253 3.8503  0.306
48 H 8.6992 3.4504 -2.7806  0.412
49 H 0.4295 -0.2493 -1.9928  0.520
50 H 6.7066 1.4778 -4.8401  0.392
51 C 2.6369 3.1868 -3.3573  -0.400
52 H -2.3814 -0.1655 -1.7423  0.203
53 H 1.8099 -0.9420 -4.2147  0.378
54 O 0.9190 1.3499 -5.9629  -0.687
55 N 6.7861 3.2337 -3.6858  -0.012
56 H -1.0586 1.4531 -1.0361  0.129
57 H -2.7906 -1.4902 -0.6916  0.136
58 N -5.7528 -5.3852 5.0179  -0.109
59 H 3.3676 0.4442 -2.4537  0.218
60 N 3.6748 4.8133 -2.4036  0.168
61 H -0.3005 -0.1091 -5.3140  0.375
62 H -4.7030 -3.1088 5.9590  -0.001
63 H -3.9147 -0.9771 7.1759  0.335
64 H -5.3754 -6.0772 6.9604  0.341
65 C -3.2240 -1.8829 2.6192  0.171
66 H 7.7224 5.3780 -2.5589  0.238
67 H -0.4831 1.4921 0.5917  0.159
68 N -1.0609 1.0628 -0.1077  -0.304
69 H 6.1788 6.0414 -2.1102  0.244
70 H -2.9513 -1.2971 3.4972  0.242
71 C 8.2616 3.2689 -3.7682  -1.066
72 H -2.2364 -2.6132 0.8513  0.433

Record 3
C20H36N2NaO6S3 | wB97M-V/def2-TZVPD

E_HOMO	-0.413	Ha
DFT total energy	-2701.35355	a.u.
molecular weight	519.707	g mol⁻¹
lowest unoccupied orbital energy	-1.948	eV
multiplicity	1
max |F|	0.0194	Eh/bohr
total charge	+1

Each line ends with the Mulliken charge.
Cartesian coordinates (Å):
1 C 0.4147 -3.9428 -2.8450  -0.167
2 C -0.0024 -5.0263 -0.6799  -0.637
3 C 3.8489 -0.4576 -1.1803  -1.032
4 C -3.2555 1.8085 -2.7198  -0.532
5 C -5.2858 0.9388 -1.4604  -0.901
6 H -0.9869 1.1731 4.2431  0.452
7 H 4.6786 -1.1183 -1.4573  0.440
8 O 1.5884 -1.2451 0.0505  -0.403
9 S -1.3300 -3.8448 -0.9020  1.014
10 H -2.6840 1.7645 -3.6487  0.323
11 H -1.2456 3.1678 1.1145  0.060
12 Na -0.3844 -0.4779 0.8770  0.799
13 H -6.2675 0.4905 -1.5901  0.351
14 H 1.6491 -5.5233 -2.0391  0.370
15 H -4.7713 0.4782 -0.6156  0.106
16 H -0.5571 -1.2519 4.6657  0.212
17 C -1.8961 -1.7278 3.1270  -0.747
18 H 3.9703 -1.4145 2.2546  0.515
19 H -0.6437 4.2057 -0.1834  0.378
20 C 1.4376 5.2431 1.3893  -0.674
21 H -0.6478 5.7564 1.6713  0.359
22 H -5.0411 1.0405 -3.6081  0.329
23 O -2.6164 -4.4209 -0.6688  -0.729
24 H -5.4559 1.9853 -1.1904  0.308
25 H 3.2607 -0.2845 -2.0766  0.484
26 O -0.9518 -2.6448 -0.1892  -0.397
27 H -0.0759 4.5481 2.8101  0.305
28 C -2.3434 0.4022 2.6378  -0.119
29 C 4.8913 0.1461 0.9293  -0.832
30 H -2.7339 1.3240 2.2342  0.500
31 C -0.0049 4.8820 1.7740  -0.678
32 H -0.3827 -5.9329 -0.2149  0.391
33 C 0.5975 -5.2404 -2.0584  -0.700
34 H 2.9552 -0.0586 1.7947  0.044
35 H -1.6967 -4.2172 -3.1929  0.371
36 H 1.0748 -3.1768 -2.4296  -0.048
37 H 0.0863 -6.0571 -2.5764  0.322
38 C -1.4160 0.3960 3.6356  -0.725
39 H 3.6006 1.4306 -0.2166  -0.360
40 H 1.8687 5.9970 2.0440  0.381
41 C 3.7521 -0.7239 1.4448  -0.410
42 O 1.4182 2.6805 -0.8277  -0.728
43 C -2.3071 1.5258 -1.6388  -0.011
44 H -1.3180 -2.5179 -2.8584  0.394
45 H 5.1991 1.2230 -0.9709  0.414
46 H -3.3934 -1.2533 1.5693  0.446
47 H 1.4085 5.6579 0.3779  0.301
48 C -1.0413 -3.5452 -2.6350  -0.814
49 H 5.8214 -0.4190 0.8303  0.336
50 N -1.1260 -0.9219 3.9046  0.080
51 S 3.0096 -1.4990 0.0116  0.954
52 S 1.0681 2.7946 0.5556  1.249
53 H -1.8157 -2.7936 3.2681  0.464
54 H 2.2228 3.5067 2.4151  0.360
55 C -2.6691 -0.9582 2.3076  -0.507
56 C 4.4154 0.7282 -0.4044  0.150
57 O 0.9863 1.5731 1.3390  -0.539
58 H -4.0689 -0.1875 -2.8429  0.235
59 H 0.7051 -4.5623 0.0082  0.285
60 C -4.4377 0.8331 -2.7237  -0.358
61 C 2.1743 3.9206 1.4050  -0.721
62 H 3.1714 3.8791 0.9735  0.426
63 H 5.1098 0.9270 1.6592  0.391
64 H -3.6044 2.8343 -2.5878  0.302
65 O 3.4402 -2.8540 -0.1852  -0.760
66 N -1.5647 1.3042 -0.7920  -0.054
67 C -0.4132 3.7875 0.7973  -0.415
68 H 0.6111 -4.0549 -3.9091  0.399

Record 4
C20H36N3O3S | wB97M-V/def2-TZVPD

E_HOMO	-0.408	Ha
DFT total energy	-1571.51405	a.u.
molecular weight	398.593	g mol⁻¹
lowest unoccupied orbital energy	-3.303	eV
multiplicity	1
max |F|	0.0621	Eh/bohr
total charge	+1

Each line ends with the Mulliken charge.
Cartesian coordinates (Å):
1 C -5.1035 3.2113 3.0589  -0.491
2 C -6.1421 4.3179 3.0099  -0.544
3 C 0.5473 -1.4910 -0.3561  -0.139
4 C 6.1280 2.7163 -0.3511  0.488
5 C 5.0437 -1.1312 -1.9697  -0.260
6 C 1.9702 2.1923 -1.2010  -0.278
7 C -4.7010 -0.3950 0.7753  -0.160
8 H -4.1549 3.5047 2.6047  0.267
9 H -5.6206 -1.2419 -1.7751  0.268
10 H -8.2787 4.0890 2.5553  0.333
11 H 1.3325 0.2303 -2.9701  0.316
12 H 0.3185 -3.0290 -1.9343  0.337
13 H 2.1816 -1.1128 -2.0508  0.321
14 H 7.2028 -4.5128 -0.4848  0.322
15 O 0.4860 -0.2900 -1.1696  -0.352
16 H -4.6358 -0.2281 1.8491  0.287
17 H 8.6290 -3.6852 -1.2680  0.314
18 C -3.4107 -0.9261 0.1774  -0.315
19 H 6.7513 -2.2491 -2.7461  0.275
20 H -6.0738 5.0030 3.8550  0.334
21 H -6.0279 4.8979 2.0894  0.266
22 H -1.1531 -2.0388 -1.5968  0.198
23 H 4.2370 -1.1793 0.1343  0.286
24 H -5.4133 -2.9190 -1.2319  0.297
25 H -6.7303 -1.1357 0.3750  0.315
26 H -7.6207 1.4395 2.3575  0.287
27 H 0.0678 -1.2568 0.6341  0.351
28 H 8.3744 -3.5946 0.5423  0.351
29 H -7.7053 3.1979 3.9715  0.273
30 C 3.7405 0.7872 -0.7423  0.043
31 H 5.6032 -0.0652 -0.1106  0.533
32 H 5.5935 -3.3444 -1.9150  0.365
33 H -2.7155 -0.1295 -0.0990  0.174
34 H 1.5885 -1.8298 -0.1239  0.179
35 N 2.9510 2.8887 -0.5590  -0.070
36 C 1.6630 -0.1333 -1.9591  -0.615
37 H 2.9618 3.8778 -0.3048  0.297
38 C 6.0668 -2.3292 -1.8551  -0.763
39 C 4.6697 -0.4503 -0.6078  -0.604
40 H -7.1777 2.5500 1.0445  0.287
41 C -7.4374 3.5297 2.9644  -0.581
42 S 7.4574 2.6063 -1.2175  -0.193
43 N 2.4751 0.9279 -1.3166  0.026
44 H -4.9723 0.5504 0.2996  0.142
45 C 6.9922 -2.3005 -0.5858  -0.191
46 C -5.1922 -1.8773 -0.9929  -0.502
47 O -5.6537 2.0954 2.3463  -0.302
48 H -0.6536 -3.3498 -0.3680  0.367
49 C -5.6939 -1.4737 0.3824  -0.573
50 C 7.8656 -3.6083 -0.4554  -1.239
51 H 5.4384 -0.3906 -2.7205  0.401
52 H 7.6860 -1.4159 -0.6727  0.198
53 H 6.4372 -2.1962 0.3853  0.296
54 N 5.2159 2.5423 0.4843  -0.480
55 H 0.9874 2.5823 -1.5433  0.476
56 H 4.1157 -1.5515 -2.4529  0.091
57 C -0.3066 -2.5958 -1.1152  -0.990
58 H -5.6153 -2.3193 1.0721  0.292
59 H -2.9032 -1.6087 0.8700  0.159
60 C -7.0483 2.3358 2.1110  -0.422
61 C 4.0471 2.0955 -0.2263  0.359
62 O -3.7720 -1.6756 -0.9894  -0.382
63 H -4.9130 2.8915 4.0890  0.278

Look up the max |F| of the third one. 0.0194 Eh/bohr

Among the records above, which one has the highest molecular weight? C20H36HgN4NbO